*one*
C3H8N4O | ωB97M-V with the def2-TZVPD basis set

Summary:
2S+1: 1
Total charge: 0
SMILES: C=NNC(=O)NNC

Last column: natural (NBO) charge in e.
Cartesian coordinates (Å):
C (-0.81, -2.98, 1.07)  -0.406
C (0.18, 0.02, -0.03)  0.745
C (-0.11, 3.37, -1.02)  -0.125
H (-0.47, -3.65, 1.74)  0.190
H (-1.32, -3.57, 0.03)  0.177
H (-1.59, -2.33, 1.77)  0.190
H (0.80, -1.69, 1.28)  0.378
H (0.28, -1.62, -1.50)  0.411
H (-0.99, 1.15, -1.36)  0.352
H (-0.88, 3.36, -1.83)  0.141
H (0.27, 4.34, -0.79)  0.187
N (0.36, -2.40, 0.38)  -0.453
N (-0.08, -1.28, -0.47)  -0.526
N (-0.08, 1.18, -0.76)  -0.463
N (0.25, 2.41, -0.33)  -0.174
O (0.65, 0.28, 1.09)  -0.622


*two*
C3H8N4O | ωB97M-V with the def2-TZVPD basis set

Summary:
2S+1: 1
Total charge: 0
SMILES: [H]/N=C(\N)CC(=O)NN

Last column: natural (NBO) charge in e.
Cartesian coordinates (Å):
C (-1.28, -0.23, 0.51)  -0.539
N (1.12, -0.73, 0.09)  -0.497
C (-0.25, -0.91, -0.35)  0.655
C (-0.66, 1.12, 0.20)  0.419
N (1.99, -1.84, 0.09)  -0.661
N (-1.12, 1.96, -0.79)  -0.824
N (0.34, 1.45, 1.01)  -0.697
O (-0.57, -1.78, -1.17)  -0.563
H (1.62, 0.13, -0.13)  0.405
H (1.41, -2.68, 0.05)  0.358
H (2.50, -1.90, 0.97)  0.350
H (-0.43, 2.29, -1.46)  0.391
H (-1.93, 1.65, -1.31)  0.383
H (0.77, 2.31, 0.66)  0.320
H (-2.27, -0.33, 0.07)  0.230
H (-1.23, -0.49, 1.57)  0.269


Relative energies, unit kcal/mol: *one* 57.0; *two* 0.0


*one*
C7H6 | ωB97M-V with the def2-TZVPD basis set

Summary:
2S+1: 1
Total charge: 0

Last column: natural (NBO) charge in e.
Cartesian coordinates (Å):
C (-1.47, -0.22, -0.29)  -0.255
C (-0.59, -1.26, 0.14)  -0.171
C (1.00, 0.69, 0.99)  -0.389
C (-0.97, 0.97, -0.63)  -0.166
C (1.66, -0.38, -0.78)  -0.152
C (0.78, -0.67, 0.26)  -0.118
C (0.60, 0.78, -0.43)  -0.040
H (-2.54, -0.28, -0.28)  0.215
H (-0.90, -2.29, 0.29)  0.223
H (0.29, 1.03, 1.84)  0.219
H (2.04, 0.87, 1.39)  0.226
H (-1.46, 1.84, -0.91)  0.222
H (1.56, -1.09, -1.59)  0.185


*two*
C7H6 | ωB97M-V with the def2-TZVPD basis set

Summary:
2S+1: 1
Total charge: 0

Last column: natural (NBO) charge in e.
Cartesian coordinates (Å):
C (-1.22, 0.69, -2.88)  -0.162
C (1.38, 1.64, 2.55)  -0.199
C (-0.35, 0.79, -2.02)  -0.173
C (0.90, 0.93, 1.64)  -0.067
C (0.66, 0.89, -1.19)  -0.144
C (0.32, 0.09, 0.80)  0.067
C (-0.10, -1.29, 0.71)  -0.693
H (-1.72, 0.25, -3.70)  0.229
H (1.58, 2.25, 3.37)  0.225
H (1.31, 1.71, -1.08)  0.198
H (-0.04, -1.67, 1.68)  0.230
H (0.54, -1.77, -0.09)  0.251
H (-1.23, -1.42, 0.21)  0.236


Relative energies, unit kcal/mol: *one* 0.0; *two* 48.8


*one*
C7H6 | ωB97M-V with the def2-TZVPD basis set

Summary:
2S+1: 1
Total charge: 0

Last column: natural (NBO) charge in e.
Cartesian coordinates (Å):
C (-0.77, -1.24, 0.14)  -0.205
C (-1.63, -0.09, 0.17)  -0.440
C (-2.81, 0.16, -0.20)  0.258
C (0.45, -0.91, -0.27)  -0.012
C (1.83, -0.40, 0.01)  -0.362
C (-0.68, 1.16, 0.26)  -0.347
C (0.58, 0.52, -0.47)  -0.250
H (-1.02, -2.32, 0.35)  0.236
H (2.22, -0.56, 0.95)  0.222
H (2.47, -0.64, -0.74)  0.221
H (-1.02, 2.10, -0.09)  0.236
H (-0.32, 1.21, 1.30)  0.219
H (0.72, 1.00, -1.41)  0.224


*two*
C7H6 | ωB97M-V with the def2-TZVPD basis set

Summary:
2S+1: 1
Total charge: 0

Last column: natural (NBO) charge in e.
Cartesian coordinates (Å):
C (2.78, -0.60, -0.57)  0.213
C (1.92, 0.17, -0.09)  -0.446
C (-0.33, -1.85, 0.61)  0.198
C (-0.33, -0.64, 0.18)  -0.358
C (1.24, 1.30, 0.69)  -0.344
C (0.44, 0.56, -0.25)  -0.162
C (-1.75, -0.79, -0.29)  -0.612
H (1.12, 1.33, 1.82)  0.262
H (1.71, 2.23, 0.25)  0.250
H (-0.07, 0.88, -1.20)  0.257
H (-2.62, -0.07, 0.17)  0.223
H (-2.21, -1.81, 0.04)  0.297
H (-1.89, -0.70, -1.37)  0.222


Relative energies, unit kcal/mol: *one* 0.0; *two* 48.7


*one*
C4H8O4 | ωB97M-V with the def2-TZVPD basis set

Summary:
2S+1: 1
Total charge: 0
SMILES: CC(=O)O.CC(=O)O

Last column: natural (NBO) charge in e.
Cartesian coordinates (Å):
C (2.09, 0.15, 0.03)  0.796
C (3.51, 0.09, 0.06)  -0.729
C (-2.08, 0.00, -0.09)  0.817
C (-3.56, -0.19, 0.12)  -0.726
H (0.57, -0.87, -0.22)  0.525
H (4.07, 0.99, -0.10)  0.240
H (3.69, -0.40, 1.02)  0.252
H (3.85, -0.65, -0.71)  0.251
H (-0.61, 1.20, -0.33)  0.530
H (-3.69, -1.28, 0.34)  0.253
H (-3.78, 0.21, 1.04)  0.244
H (-4.23, 0.34, -0.61)  0.257
O (1.35, 1.15, 0.05)  -0.657
O (1.62, -1.11, -0.24)  -0.702
O (-1.20, -0.88, -0.10)  -0.664
O (-1.59, 1.23, -0.26)  -0.685


*two*
C4H8O4 | ωB97M-V with the def2-TZVPD basis set

Summary:
2S+1: 1
Total charge: 0
SMILES: CC(=O)O.CC(=O)O

Last column: natural (NBO) charge in e.
Cartesian coordinates (Å):
O (2.47, -0.51, 1.67)  -0.591
O (1.24, 0.04, -0.16)  -0.667
C (2.11, 0.26, 0.82)  0.794
C (2.43, 1.76, 0.91)  -0.731
H (1.03, -0.93, -0.13)  0.491
H (3.36, 1.85, 1.49)  0.234
H (1.64, 2.33, 1.42)  0.242
H (2.60, 2.21, -0.09)  0.228
O (-3.80, -0.34, -0.72)  -0.580
O (-1.76, 0.40, -1.39)  -0.708
C (-2.60, -0.51, -0.86)  0.797
C (-1.80, -1.71, -0.37)  -0.727
H (-2.14, 1.19, -1.87)  0.508
H (-2.45, -2.46, 0.11)  0.243
H (-1.06, -1.37, 0.37)  0.230
H (-1.27, -2.20, -1.20)  0.235


Relative energies, unit kcal/mol: *one* 1.6; *two* 0.0


*one*
C4H8O4 | ωB97M-V with the def2-TZVPD basis set

Summary:
2S+1: 1
Total charge: 0
SMILES: CC1(C)O[C@]1(O)OO

Last column: natural (NBO) charge in e.
Cartesian coordinates (Å):
C (0.38, -0.42, -0.34)  0.230
C (-0.03, -1.66, 0.37)  -0.646
C (0.47, -0.50, -1.82)  -0.654
C (0.27, 0.94, 0.30)  0.702
O (-0.64, 0.90, 1.42)  -0.379
O (-1.55, 1.79, 2.08)  -0.408
O (0.15, 2.07, -0.53)  -0.703
O (1.51, 0.38, 0.53)  -0.505
H (-1.64, 1.17, 2.84)  0.479
H (0.09, 2.84, 0.05)  0.489
H (0.92, -1.44, -2.15)  0.217
H (-1.00, -2.02, 0.01)  0.227
H (-0.15, -1.50, 1.45)  0.242
H (0.74, -2.43, 0.26)  0.223
H (1.02, 0.35, -2.24)  0.249
H (-0.54, -0.45, -2.24)  0.237


*two*
C4H8O4 | ωB97M-V with the def2-TZVPD basis set

Summary:
2S+1: 1
Total charge: 0
SMILES: C=CC(O)(O)C(O)O

Last column: natural (NBO) charge in e.
Cartesian coordinates (Å):
C (2.49, 0.11, -0.39)  -0.398
C (1.49, 0.04, 0.48)  -0.218
C (-1.10, 0.56, -0.44)  0.328
C (-0.11, -0.48, 0.04)  0.491
O (-1.48, 1.28, 0.66)  -0.746
O (-2.26, 0.03, -1.01)  -0.714
O (0.01, -1.59, -0.82)  -0.732
O (-0.75, -0.89, 1.26)  -0.740
H (3.49, 0.63, -0.16)  0.205
H (2.43, -0.36, -1.36)  0.204
H (1.65, 0.31, 1.44)  0.183
H (-0.67, 1.25, -1.18)  0.153
H (-2.08, 2.08, 0.40)  0.500
H (-2.82, -0.44, -0.27)  0.486
H (0.42, -2.43, -0.52)  0.507
H (-0.71, -0.09, 1.86)  0.491


Relative energies, unit kcal/mol: *one* 57.3; *two* 0.0


*one*
C4H8O4 | ωB97M-V with the def2-TZVPD basis set

Summary:
2S+1: 1
Total charge: 0
SMILES: C[C@@H](O)OC(=O)CO

Last column: natural (NBO) charge in e.
Cartesian coordinates (Å):
C (1.27, -0.82, -0.75)  0.413
C (-0.88, -0.65, 0.89)  0.795
C (1.55, 0.81, -0.69)  -0.642
C (-1.96, 0.34, 0.67)  -0.177
O (-0.73, -1.33, 1.82)  -0.534
O (1.97, -1.52, 0.19)  -0.690
O (0.04, -0.72, -0.23)  -0.652
O (-2.05, 1.29, -0.29)  -0.675
H (1.72, 1.01, 0.38)  0.196
H (0.75, 1.46, -1.01)  0.220
H (2.55, 1.07, -1.23)  0.198
H (-2.15, 0.79, 1.70)  0.223
H (-2.86, -0.32, 0.53)  0.196
H (1.65, -1.09, 0.98)  0.473
H (1.15, -1.26, -1.83)  0.182
H (-2.02, 0.94, -1.11)  0.473


*two*
C4H8O4 | ωB97M-V with the def2-TZVPD basis set

Summary:
2S+1: 1
Total charge: 0

Last column: natural (NBO) charge in e.
Cartesian coordinates (Å):
C (1.57, 2.34, -0.21)  -0.718
C (1.01, 0.96, -0.50)  0.798
O (0.12, 0.56, 0.39)  -0.757
O (1.35, 0.30, -1.48)  -0.647
H (0.22, -0.72, 1.21)  0.536
H (1.94, 2.39, 0.82)  0.227
H (0.76, 3.07, -0.30)  0.232
H (2.36, 2.58, -0.91)  0.227
C (-1.04, -0.90, -0.39)  0.260
C (-2.32, -0.65, -0.36)  -0.590
O (-0.38, -1.55, 1.23)  -0.373
O (0.49, -2.67, 0.99)  -0.412
H (-0.04, -3.38, 1.39)  0.475
H (-0.32, -1.27, -1.09)  0.245
H (-2.84, -0.24, 0.49)  0.243
H (-2.87, -0.82, -1.28)  0.254


Relative energies, unit kcal/mol: *one* 0.0; *two* 76.0